Molecular formula: C4H38N2O13
Method: DFT, ωB97M-V/def2-TZVPD

Geometry as XYZ:
```
57
Properties=species:S:1:pos:R:3:forces:R:3
C -1.123581 0.286881 -1.143398 1.5 -0.9 -1.6
N 0.358536 0.229188 -1.088289 0.0 0.7 -0.7
C 0.426065 2.720468 -1.582125 0.0 -0.2 0.3
C 1.023625 1.509402 -0.863416 0.2 0.9 1.9
C 1.083409 1.809559 0.659849 0.4 -1.1 0.3
N -0.149784 2.190853 1.379996 0.6 0.6 -0.5
H -1.289273 0.215332 -2.222414 -0.9 0.5 0.2
H -1.568026 -0.607175 -0.730131 0.0 0.0 0.3
H -1.515875 1.196161 -0.710684 -0.2 -0.1 0.1
H 0.750043 -0.501006 -0.517246 0.0 0.1 0.2
H 0.914843 3.633142 -1.227290 0.5 -0.2 -0.4
H -0.593204 2.916290 -1.275276 -0.5 -0.3 -0.3
H 0.492910 2.604883 -2.660280 -0.1 0.3 -0.1
H 2.090296 1.491616 -1.107232 -0.1 -0.6 -0.5
H 1.488709 0.922388 1.169280 -0.3 0.2 -0.4
H 1.876935 2.524855 0.849137 -0.2 0.7 0.1
H -0.937731 1.613638 1.123924 -0.2 -0.2 -0.3
H -0.363743 3.122947 1.040568 -0.4 0.1 0.5
H -4.912231 1.493948 -1.554982 -0.7 -0.7 0.3
H -3.545386 1.715094 -1.314257 0.7 -0.6 0.3
O -4.158423 0.964279 -1.251338 -0.2 1.7 -0.3
H -0.671643 -2.144969 -4.829338 0.0 0.2 0.1
H 0.712981 -1.566937 -4.401205 0.1 0.4 0.1
O 0.267135 -2.332979 -4.769098 0.0 -0.6 -0.2
H 1.395083 0.227697 -2.962762 0.2 -0.3 0.5
H 0.978527 0.545132 -4.346993 0.2 0.0 -0.4
O 1.717882 0.141662 -3.874568 -0.6 0.1 0.0
H 2.153147 -3.074526 -1.600200 0.2 -1.0 0.8
H 2.963788 -2.428991 -2.472670 1.2 -0.1 -0.3
O 3.089409 -3.170760 -1.850553 -1.5 1.1 -0.6
H -3.096506 0.027427 2.111096 -0.1 0.2 -0.2
H -3.260467 0.105302 0.523048 -0.3 0.0 0.2
O -2.713947 -0.213955 1.249448 0.4 -0.2 0.3
H -2.849939 -3.118006 1.607282 0.1 0.2 0.0
H -2.292032 -3.665963 2.936786 0.1 0.1 0.0
O -3.000013 -3.767946 2.298158 -0.2 -0.2 -0.1
H 2.134268 -0.457201 3.199402 -0.2 -0.2 0.0
H 1.887711 -0.987111 1.795501 0.0 -0.1 0.1
O 2.543863 -0.534113 2.331586 0.1 -0.3 0.5
H 4.113828 -0.069475 -0.313237 0.2 0.1 0.2
H 4.520081 -1.117357 -1.378320 -0.1 -0.1 0.2
O 3.921872 -0.385562 -1.206248 -0.3 0.1 -0.2
H -4.168641 -1.457522 -2.939054 0.0 -0.2 0.0
H -3.909747 -0.004478 -3.207445 0.1 0.1 0.2
O -3.456982 -0.849012 -3.154328 0.0 -0.3 -0.5
H 0.600558 -2.860611 4.130562 -0.1 0.0 -0.4
H 0.619468 -1.397491 4.625429 -0.3 -0.1 -0.3
O 0.792049 -2.306677 4.882137 0.3 0.1 0.7
H -0.745156 -0.792748 2.216074 -0.3 0.2 -0.1
H -0.294434 0.645144 2.574827 0.3 0.1 -0.2
O -0.266849 -0.278968 2.878034 0.2 -0.2 0.3
H -1.694173 0.492894 3.819617 0.0 0.2 0.2
H -2.778275 1.625115 4.125947 0.4 0.2 0.1
O -2.632549 0.703779 3.916286 -0.7 -0.5 -0.1
H 5.022635 0.466182 1.927104 0.0 -0.1 -0.1
H 3.640560 1.063100 1.864775 -0.3 -0.3 0.0
O 4.408375 0.887195 1.318544 0.8 0.6 -0.3
```
Forces are in eV/Å.

Properties
* largest force on an atom: 0.0457 hartree/bohr
* 2S+1: 1
* frontier orbital gap: 8.47 eV
* relative energy (zero: lowest compared OMol25 entry of this formula, charge and spin): 2.450 eV

Molecular formula: C5H11NO
Method: DFT, ωB97M-V/def2-TZVPD

Geometry as XYZ:
```
18
Properties=species:S:1:pos:R:3:forces:R:3
C -1.226639 1.369061 -2.679354 0.3 -1.0 -0.6
N -1.169427 0.978939 -1.485969 -0.3 0.8 0.5
C 0.099455 1.204809 -0.752540 -1.1 -1.5 -1.9
C 0.577460 -0.144413 -0.236969 0.9 0.4 0.5
C -0.285973 -0.857802 0.792077 -0.1 -0.4 0.9
C 0.248023 -0.814784 2.214799 0.7 0.1 0.2
O 1.502430 -1.494721 2.357404 -0.2 0.1 -0.4
H -2.136198 1.248732 -3.263460 -0.2 0.0 0.2
H -0.338996 1.631531 -3.274913 0.0 0.5 0.3
H 0.821528 1.520269 -1.515184 0.3 0.6 0.5
H -0.161823 1.952733 -0.012573 0.5 0.0 0.3
H 0.796174 -0.834062 -1.053384 -0.4 0.3 -0.4
H 1.587540 0.044456 0.146765 -0.1 -0.2 0.5
H -1.317767 -0.511053 0.884632 0.0 0.2 -0.6
H -0.354015 -1.918627 0.526520 -0.1 0.0 -0.1
H 0.397989 0.208170 2.565465 0.2 0.1 -0.2
H -0.432314 -1.264858 2.923379 -0.6 -0.2 0.1
H 1.392555 -2.318388 1.863307 0.2 0.1 0.2
```
Forces are in eV/Å.

Properties
* largest force on an atom: 0.0517 hartree/bohr
* SMILES: C=NCCCCO
* 2S+1: 1
* frontier orbital gap: 10.69 eV
* relative energy (zero: lowest compared OMol25 entry of this formula, charge and spin): 2.062 eV